Entry from the Open Molecules 2025 dataset: a structure of composition C36H38O2P2Sn in a non-equilibrium geometry (ωB97M-V/def2-TZVPD).

XYZ file:
```
79
Properties=species:S:1:pos:R:3:mulliken_charge:R:1
Sn 1.2165 -1.0728 0.4429 0.26
C 1.3081 -2.6384 -0.8965 -0.45
C 0.2256 -2.0020 -1.7172 -1.02
C -1.1459 -2.6152 -1.5336 -0.85
C -1.4988 -2.9137 -0.0568 -1.81
C -0.6853 -2.1112 0.9479 1.46
C 0.2426 -2.6543 1.8688 -0.11
C 1.3567 -3.5660 1.4787 -0.69
C 1.2703 -3.8985 -0.0286 -1.24
C 2.0476 0.4842 1.5725 -1.34
H 2.2785 -2.6003 -1.4287 0.74
H 0.5402 -2.0337 -2.7745 1.19
H -1.0967 -3.5760 -2.0715 0.59
H -1.9395 -1.9806 -1.9574 0.34
H -2.5433 -2.6119 0.1295 0.54
H -1.4786 -4.0099 0.1203 0.37
H -1.1928 -1.1868 1.2771 -1.12
H 0.2219 -2.3505 2.9140 0.03
H 1.4557 -4.4718 2.1269 0.61
H 2.2867 -2.9918 1.7362 0.18
H 2.2078 -4.4325 -0.2451 0.46
H 0.4370 -4.5547 -0.3070 0.31
H 2.5193 -0.0537 2.4114 0.59
H 1.2456 1.1655 1.8561 0.07
H 2.7848 1.0309 0.9960 0.41
P 0.0505 0.1172 -1.7857 1.20
P -1.8648 1.2764 1.3877 2.07
C -1.6131 0.5104 -1.4083 -0.50
C -2.2839 0.5501 -0.2023 -1.10
C 0.4078 0.8159 -3.4384 0.19
C -0.4660 0.4219 -4.4677 -0.65
C -0.4607 1.1418 -5.6639 -0.68
C 0.4572 2.1885 -5.8977 -0.45
C 1.4288 2.4570 -4.9234 -0.72
C 1.4330 1.7549 -3.7135 -0.20
C 3.0448 -0.4523 -1.5797 1.39
C 3.8804 -0.7179 -0.5239 -0.42
C 5.2227 -1.0754 -0.7405 -1.16
C 5.6812 -1.1697 -2.0497 -0.72
C 4.8052 -0.8967 -3.0929 -0.66
C 3.4522 -0.5064 -2.8836 -0.68
C -3.0831 2.4421 1.8692 0.33
C -3.4312 3.3992 0.8980 -0.51
C -4.4050 4.3357 1.2405 -0.66
C -5.0509 4.3080 2.4867 -0.58
C -4.7335 3.2898 3.3983 -0.63
C -3.7753 2.3229 3.0978 -0.44
C -1.4946 0.3799 2.9312 0.10
C -0.4927 0.9495 3.7272 -0.23
C 0.0818 0.2667 4.8003 -0.62
C -0.4256 -0.9712 5.2021 -0.41
C -1.5930 -1.4541 4.5825 -0.78
C -2.1578 -0.7533 3.5077 -0.03
H -2.1797 0.7501 -2.3140 0.50
H -3.3668 0.2900 -0.2474 0.42
H -1.1359 -0.4248 -4.3064 0.36
H -1.1990 0.9220 -6.4361 0.36
H 0.4089 2.7789 -6.8338 0.35
H 2.1581 3.2449 -5.1002 0.41
H 2.2220 1.9605 -2.9796 0.60
H 3.5107 -0.7294 0.5199 0.33
H 5.8737 -1.1475 0.1247 0.43
H 6.7230 -1.3976 -2.2272 0.36
H 5.1478 -0.9547 -4.1137 0.39
H 2.8263 -0.2222 -3.7400 0.31
H -2.9409 3.4107 -0.0899 0.36
H -4.6523 5.1145 0.5324 0.40
H -5.8006 5.0752 2.7356 0.36
H -5.2344 3.2588 4.3572 0.41
H -3.5459 1.5102 3.8048 0.30
H -0.1478 1.9519 3.4412 0.46
H 0.9525 0.6846 5.3071 0.43
H 0.0400 -1.5214 6.0259 0.42
H -2.0550 -2.3855 4.9552 0.36
H -3.0869 -1.1422 3.0723 0.33
O 1.2934 2.5626 -0.5130 -0.38
C 0.2183 2.9426 -0.0793 -0.08
O -0.4143 2.3169 0.9344 -0.45
H -0.2936 3.8656 -0.4490 0.30
```

The value obtained for the electronic energy is -2441.617816 Ha. The largest force on an atom comes out at 3.4 eV/A. The relative energy (zero: lowest compared OMol25 entry of this formula, charge and spin) is 687.2 kJ/mol.